(1)
{
  "formula": "C27H70FeN16O11",
  "method": "ωB97M-V/def2-TZVPD",
  "s2": 6.009,
  "homo_ev": [-8.06, -8.06],
  "e_tot_ev": -109888.845,
  "spin_multiplicity": 5,
  "e_above_lowest_kj_mol": 0.0,
  "elements": ["Fe", "O", "C", "C", "O", "H", "H", "H", "H", "C", "C", "C", "C", "C", "C", "N", "O", "C", "C", "C", "H", "H", "H", "H", "H", "H", "H", "H", "H", "H", "H", "H", "H", "H", "H", "H", "H", "H", "H", "C", "C", "C", "C", "C", "C", "N", "O", "C", "C", "C", "H", "H", "H", "H", "H", "H", "H", "H", "H", "H", "H", "H", "H", "H", "H", "H", "H", "H", "H", "C", "O", "N", "N", "H", "H", "H", "H", "C", "O", "N", "N", "H", "H", "H", "H", "C", "O", "N", "N", "H", "H", "H", "H", "C", "O", "N", "N", "H", "H", "H", "H", "C", "O", "N", "N", "H", "H", "H", "H", "C", "O", "N", "N", "H", "H", "H", "H", "C", "O", "N", "N", "H", "H", "H", "H"],
  "xyz": [[-19.8643, 2.0137, -3.7827], [-21.0690, 0.7211, -4.9753], [-20.3992, 0.7161, -6.2099], [-19.5501, 1.9638, -6.6312], [-18.8339, 2.6169, -5.6129], [-21.2004, 0.5514, -6.9532], [-19.8522, -0.2268, -6.3777], [-20.3220, 2.6677, -6.9686], [-19.0080, 1.5588, -7.4928], [-19.0639, -1.4506, -9.3577], [-19.9010, -2.7611, -9.6214], [-18.9150, -3.7482, -10.2349], [-18.1675, -4.5793, -9.1931], [-19.0689, -5.2784, -8.1503], [-19.9587, -4.2187, -7.4527], [-20.5652, -3.3411, -8.4567], [-21.5341, -2.4817, -7.9263], [-21.0082, -5.0777, -6.7615], [-19.1518, -3.4012, -6.4252], [-20.9418, -2.4925, -10.7274], [-19.4443, -0.8460, -8.5283], [-18.9884, -0.8047, -10.2326], [-18.0305, -1.6595, -9.0719], [-19.3471, -4.4434, -10.9635], [-18.1650, -3.2376, -10.8446], [-17.5183, -3.8150, -8.7520], [-17.5815, -5.3406, -9.7105], [-18.3207, -5.6865, -7.4750], [-19.6510, -5.9707, -8.7550], [-21.6108, -5.5969, -7.5074], [-20.4314, -5.7483, -6.1254], [-21.7370, -4.5190, -6.1716], [-19.7363, -2.9249, -5.6409], [-18.3811, -4.0615, -6.0137], [-18.5010, -2.6466, -6.8790], [-21.7726, -1.9031, -10.3285], [-21.3093, -3.4099, -11.1778], [-20.5299, -1.8227, -11.4858], [-21.0494, -1.6512, -7.7693], [-21.3970, 1.9198, -10.2368], [-20.5554, 3.0005, -11.0130], [-19.9779, 2.1719, -12.1986], [-21.0331, 1.8651, -13.2748], [-21.5927, 3.1890, -13.7495], [-22.1403, 4.0560, -12.6507], [-21.2789, 4.1937, -11.4614], [-21.8693, 4.8534, -10.3709], [-22.3438, 5.4177, -13.3506], [-23.6261, 3.6792, -12.3215], [-19.2380, 3.4116, -10.3373], [-22.4216, 2.0291, -10.5942], [-21.3666, 2.1191, -9.1594], [-21.1247, 0.8698, -10.3286], [-19.1463, 2.6385, -12.7386], [-19.4760, 1.2706, -11.8400], [-21.8524, 1.2888, -12.8372], [-20.5496, 1.3404, -14.0991], [-22.3356, 2.8008, -14.4533], [-20.8643, 3.7598, -14.3304], [-21.4196, 5.9871, -13.4861], [-22.8978, 5.3797, -14.2877], [-22.9419, 6.1063, -12.7417], [-23.9451, 4.1501, -11.3917], [-24.3241, 3.8041, -13.1431], [-23.6007, 2.6118, -12.0677], [-18.5844, 2.5753, -10.0816], [-19.3591, 4.0228, -9.4353], [-18.6332, 4.0681, -10.9650], [-22.3529, 4.1356, -9.9229], [-24.7163, 0.9903, -3.7563], [-25.9458, 0.9403, -3.6324], [-23.9034, 1.2773, -2.7140], [-24.0413, 0.7003, -4.8733], [-24.2134, 1.2893, -1.7624], [-22.9293, 1.4090, -2.9163], [-24.5465, 0.7918, -5.7378], [-23.0277, 0.7481, -4.9249], [-19.3849, 6.1681, -7.2580], [-19.0747, 7.3270, -7.5636], [-18.4678, 5.3704, -6.6734], [-20.6146, 5.5639, -7.3138], [-18.7135, 4.5583, -6.1177], [-17.5584, 5.8012, -6.6927], [-21.3510, 5.8410, -7.9382], [-20.6026, 4.6407, -6.9259], [-18.4976, 4.7442, -2.9131], [-18.8131, 3.5519, -2.7000], [-18.8660, 5.7650, -2.1168], [-17.6228, 5.0612, -3.8803], [-19.5078, 5.4367, -1.4087], [-18.6759, 6.7306, -2.2935], [-17.2723, 4.3901, -4.5371], [-17.3313, 6.0170, -3.9695], [-22.0529, -2.7246, -3.8911], [-22.4649, -3.7940, -3.4214], [-22.5203, -2.1019, -4.9817], [-21.1389, -2.0070, -3.1705], [-23.3300, -2.3760, -5.5045], [-22.2406, -1.1438, -5.1362], [-20.9167, -2.4338, -2.2913], [-20.9561, -1.0673, -3.4744], [-24.6133, 2.9159, -8.0850], [-23.7639, 3.7862, -8.3516], [-25.9092, 3.2228, -7.8992], [-24.2629, 1.6138, -7.8983], [-26.4460, 2.5478, -7.3828], [-26.3096, 4.0302, -8.3363], [-25.0246, 0.9559, -7.9368], [-23.4117, 1.3387, -8.3653], [-15.1874, 2.8981, -5.7481], [-13.9945, 3.1074, -5.9575], [-15.7461, 2.6828, -4.5225], [-16.1125, 2.9326, -6.7342], [-15.1867, 2.1921, -3.8477], [-16.7406, 2.5224, -4.5884], [-15.8207, 2.8849, -7.6930], [-17.0870, 2.7175, -6.5358], [-22.1041, 4.3354, -4.2630], [-21.4544, 3.3639, -3.8453], [-22.0718, 5.5191, -3.6187], [-22.8102, 4.3642, -5.4288], [-22.5000, 6.3437, -3.9881], [-21.3615, 5.5324, -2.9066], [-22.6893, 3.6787, -6.1560], [-23.4495, 5.1211, -5.5696]],
  "forces_ev_per_angstrom": [[-0.48, 0.86, -2.37], [1.73, 1.11, 1.68], [-0.56, -0.96, -0.54], [-1.73, -0.38, 0.82], [-0.06, -1.22, 1.00], [0.04, 0.64, -0.48], [0.65, 0.11, 0.63], [0.08, 0.14, -0.60], [0.57, 0.59, -0.08], [-0.14, -0.09, 0.66], [0.54, 0.34, -0.87], [0.39, -1.50, -0.22], [-0.08, 0.77, -0.25], [1.20, 2.46, -1.66], [0.22, 0.10, 0.10], [-0.40, -1.18, -1.30], [0.41, 0.51, 0.03], [-0.55, 0.70, 0.16], [1.14, -0.41, -0.20], [-0.29, 1.12, 0.57], [-0.21, 0.10, -0.12], [-0.25, -0.09, -0.10], [-0.05, -0.28, 0.04], [-0.65, 0.12, 0.25], [-0.11, 0.37, 0.14], [0.41, -0.63, 0.55], [0.30, 0.18, 0.09], [-0.73, -0.68, 0.40], [-0.20, -0.44, 0.64], [0.30, -0.33, -0.03], [-0.44, -0.27, 0.12], [0.33, 0.12, 0.23], [-0.13, -0.18, 0.00], [-0.39, -0.08, 0.63], [-0.43, 0.21, -0.32], [-0.16, -0.32, 0.10], [-0.05, -0.02, 0.08], [0.28, -0.37, -0.21], [-0.28, -0.08, 0.37], [-0.34, 1.31, 0.79], [2.02, -1.75, -0.85], [-0.33, -0.10, -1.49], [1.07, 0.39, 1.19], [0.58, -1.59, -0.48], [-2.86, 1.93, -0.69], [1.18, -0.87, -1.13], [-0.26, -0.69, -0.16], [0.26, 1.63, 0.99], [1.20, -1.76, 1.06], [0.01, 1.01, 1.25], [-0.15, -0.23, 0.26], [-0.20, 0.17, 0.02], [0.44, 0.14, -0.48], [-0.19, 0.72, 0.23], [-0.43, -0.10, 0.44], [0.08, -0.32, -0.23], [-0.30, -0.25, 0.00], [-0.58, 1.14, 0.00], [0.18, -0.16, 0.08], [0.20, -0.40, -0.25], [0.23, -0.52, -0.13], [-0.03, -0.25, 0.27], [-0.21, 0.44, -0.32], [0.11, 0.30, -0.03], [-0.45, -0.12, -0.20], [-0.32, -0.27, 0.03], [-0.31, -0.28, 0.15], [-0.31, -0.13, -0.44], [-0.36, 0.54, 0.40], [-1.84, -0.40, 1.29], [0.85, 0.22, -0.50], [0.97, 0.36, 0.47], [0.20, -0.04, -1.59], [-0.29, -0.01, -0.10], [0.08, 0.02, 0.25], [0.11, -0.09, 0.15], [0.04, 0.25, 0.04], [0.02, 1.58, 0.28], [-0.96, -1.12, -0.46], [0.67, -0.08, -0.05], [0.13, 0.46, 0.20], [0.36, -0.24, -0.33], [0.09, -0.41, 0.38], [0.14, 0.08, -0.11], [-0.46, -0.24, -0.40], [2.10, -0.34, -1.28], [-0.86, -0.35, 0.25], [-1.21, -1.24, 0.71], [-0.49, 0.50, 0.48], [0.15, 0.73, 0.24], [-0.02, 0.10, 0.01], [0.02, -0.19, 0.12], [0.09, 0.00, -0.27], [-1.26, -1.22, 2.09], [0.34, 0.50, -1.11], [0.13, 0.89, -1.08], [0.17, -0.08, -0.76], [0.01, -0.60, 0.31], [0.16, -0.13, 0.06], [0.23, 0.41, 0.10], [0.38, 0.20, 0.39], [1.53, 1.69, -0.43], [-0.52, -0.81, -0.08], [-0.30, -0.74, 0.38], [-0.27, -0.37, 0.05], [-0.60, 0.29, -0.25], [0.01, 0.16, 0.29], [0.17, -0.26, -0.23], [0.07, -0.02, 0.15], [1.60, 0.36, -1.10], [-0.68, -0.48, 0.51], [-0.35, 0.23, 0.40], [-0.97, 0.01, -0.64], [-0.09, 0.12, 0.12], [0.00, -0.73, 0.49], [0.28, 0.27, 0.08], [0.11, -0.05, 0.03], [-0.03, 0.24, -1.55], [-0.30, 0.18, 0.11], [0.22, -0.65, 0.82], [0.24, -0.58, 0.99], [0.21, 0.22, -0.01], [-0.29, 0.55, 0.14], [-0.25, -0.18, 0.16], [0.00, 0.07, -0.43]]
}

=====

(2)
{
  "formula": "C27H70N16O11",
  "method": "ωB97M-V/def2-TZVPD",
  "homo_ev": -1.72,
  "e_tot_ev": -75502.968,
  "spin_multiplicity": 1,
  "charge": -2,
  "e_above_lowest_kj_mol": 0.0,
  "elements": ["O", "C", "C", "O", "H", "H", "H", "H", "C", "C", "C", "C", "C", "C", "N", "O", "C", "C", "C", "H", "H", "H", "H", "H", "H", "H", "H", "H", "H", "H", "H", "H", "H", "H", "H", "H", "H", "H", "C", "C", "C", "C", "C", "C", "N", "O", "C", "C", "C", "H", "H", "H", "H", "H", "H", "H", "H", "H", "H", "H", "H", "H", "H", "H", "H", "H", "H", "H", "C", "O", "N", "N", "H", "H", "H", "H", "C", "O", "N", "N", "H", "H", "H", "H", "C", "O", "N", "N", "H", "H", "H", "H", "C", "O", "N", "N", "H", "H", "H", "H", "C", "O", "N", "N", "H", "H", "H", "H", "C", "O", "N", "N", "H", "H", "H", "H", "C", "O", "N", "N", "H", "H", "H", "H"],
  "xyz": [[-20.0688, 2.5123, -36.3153], [-21.0591, 3.3953, -35.9691], [-21.6793, 4.3200, -37.0763], [-20.8545, 4.8466, -38.0643], [-20.7214, 4.0941, -35.1620], [-21.9890, 2.9342, -35.5326], [-22.1214, 5.1891, -36.5420], [-22.5416, 3.8051, -37.5511], [-25.7373, 3.9186, -39.3037], [-26.9761, 3.0225, -39.1964], [-26.5046, 1.6665, -39.7695], [-27.3171, 0.4356, -39.3704], [-27.3989, 0.3344, -37.8554], [-28.0069, 1.5970, -37.2730], [-27.3635, 2.8238, -37.8131], [-27.8559, 3.9896, -37.1640], [-29.5233, 1.5996, -37.5974], [-27.8641, 1.5622, -35.7458], [-28.1420, 3.5576, -40.0455], [-25.4369, 4.1969, -40.3153], [-24.8721, 3.5295, -38.7679], [-25.9133, 4.9087, -38.8594], [-26.4392, 1.7908, -40.8525], [-25.4959, 1.3980, -39.4487], [-26.8914, -0.4306, -39.8830], [-28.2900, 0.4961, -39.8791], [-26.3618, 0.3334, -37.4986], [-27.8045, -0.6187, -37.5228], [-30.0739, 2.3478, -37.0272], [-29.6385, 1.7737, -38.6670], [-30.0009, 0.6307, -37.4265], [-28.1245, 2.4886, -35.2381], [-28.5810, 0.7948, -35.4369], [-26.8906, 1.2534, -35.3673], [-28.7885, 2.7837, -40.4659], [-27.8357, 4.1408, -40.9188], [-28.7425, 4.2237, -39.4239], [-27.0443, 4.4938, -36.9660], [-23.0184, 7.2715, -29.6138], [-23.4697, 6.4741, -30.8271], [-24.9585, 6.8742, -31.1225], [-25.0133, 8.2369, -31.8016], [-24.1714, 8.2184, -33.0637], [-22.6931, 7.8706, -32.8291], [-22.6315, 6.6325, -32.0453], [-21.3329, 6.1462, -31.8945], [-22.1330, 7.5794, -34.2362], [-22.0255, 9.1210, -32.2186], [-23.5538, 4.9649, -30.5624], [-21.9290, 7.2981, -29.5525], [-23.3762, 6.7949, -28.6937], [-23.4426, 8.2717, -29.5369], [-25.4346, 6.0513, -31.6563], [-25.4994, 6.9397, -30.1733], [-24.6910, 9.0264, -31.1205], [-26.0356, 8.4990, -32.0902], [-24.2242, 9.2480, -33.4366], [-24.6850, 7.6852, -33.8686], [-22.1199, 8.5108, -34.8027], [-21.1363, 7.1393, -34.2315], [-22.7953, 6.8746, -34.7391], [-22.1658, 9.9447, -32.9172], [-22.4753, 9.3883, -31.2641], [-20.9592, 8.9129, -32.1134], [-24.2636, 4.7569, -29.7547], [-22.5936, 4.6056, -30.1810], [-23.8713, 4.3416, -31.3936], [-21.2973, 5.3602, -32.4534], [-18.5391, 3.1521, -32.5707], [-17.8113, 2.7578, -31.6670], [-18.9279, 4.4552, -32.7622], [-19.2760, 2.3199, -33.3567], [-19.4390, 4.7549, -33.5743], [-18.5469, 5.1356, -32.1302], [-19.2519, 1.3433, -33.1271], [-19.6691, 2.6483, -34.2298], [-18.0039, 7.0450, -40.6781], [-17.4433, 6.1344, -40.0892], [-17.3067, 7.9318, -41.4603], [-19.3348, 7.2506, -40.6476], [-17.8005, 8.3337, -42.2336], [-16.3364, 8.0564, -41.2550], [-19.9754, 6.5550, -40.2996], [-19.6865, 8.0039, -41.2100], [-22.3323, 8.1230, -37.8483], [-22.8151, 9.2250, -37.5483], [-21.0626, 7.7780, -37.5871], [-23.0322, 7.1184, -38.4453], [-20.7170, 6.8257, -37.7496], [-20.5062, 8.4370, -37.0763], [-23.9656, 7.1988, -38.7924], [-22.5721, 6.2104, -38.3585], [-21.0308, 4.5131, -41.5333], [-19.9121, 4.1258, -41.2770], [-21.8489, 5.1121, -40.6147], [-21.7181, 4.2831, -42.7049], [-22.7026, 5.5821, -40.8483], [-21.4625, 5.2032, -39.6481], [-21.2062, 3.8338, -43.4424], [-22.6674, 4.5615, -42.8471], [-25.4236, 4.5153, -34.8950], [-26.2297, 5.3404, -35.3361], [-24.5587, 4.7202, -33.8791], [-25.3135, 3.2941, -35.4692], [-24.4971, 5.6324, -33.4635], [-23.8205, 4.0536, -33.7401], [-25.9356, 2.9691, -36.1941], [-24.8444, 2.5500, -34.9795], [-23.3571, 0.1796, -36.9682], [-24.0523, -0.8246, -37.1996], [-23.6918, 1.4248, -37.3825], [-22.1695, 0.0949, -36.3400], [-23.1234, 2.1628, -36.9901], [-24.6166, 1.5021, -37.7572], [-21.5115, 0.8715, -36.3754], [-21.8456, -0.7699, -35.9700], [-18.4540, -1.0238, -35.3883], [-17.9817, -2.1215, -35.0768], [-19.6396, -0.5417, -34.9407], [-17.6224, 0.0179, -35.7318], [-19.7803, 0.4615, -34.9701], [-20.4095, -1.1770, -34.8861], [-18.0930, 0.8444, -36.0903], [-16.6860, -0.1772, -36.0298]],
  "forces_ev_per_angstrom": [[-1.18, -0.48, 0.86], [0.71, 0.04, -0.82], [0.81, 0.99, -1.00], [-0.48, 0.52, 0.36], [0.02, 0.31, 0.18], [-0.15, -0.25, 0.37], [-0.45, -0.27, 0.64], [-0.08, -0.24, 0.00], [-0.14, 1.46, 0.74], [0.12, -0.86, -1.06], [0.15, -0.61, 0.24], [-0.75, 0.26, -1.25], [1.66, 0.52, -0.79], [-1.49, 0.61, 0.35], [1.40, -0.83, 1.21], [-0.04, -0.32, -0.97], [-0.03, -0.04, -0.37], [-0.47, -0.55, 0.18], [-0.28, 0.51, -0.20], [-0.15, -0.63, -0.22], [-0.03, -0.24, -0.10], [-0.21, -0.11, 0.17], [-0.10, -0.10, -0.04], [0.18, 0.54, 0.00], [0.37, -0.14, 0.52], [-0.29, 0.08, 0.50], [0.04, -0.35, -0.03], [-0.53, 0.28, 0.23], [0.10, 0.15, -0.11], [-0.19, 0.26, 0.07], [0.21, -0.07, 0.29], [-0.11, 0.11, -0.28], [0.08, 0.02, 0.27], [0.11, -0.09, -0.33], [0.03, -0.21, 0.33], [0.37, 0.00, 0.13], [-0.08, -0.04, -0.04], [-0.38, 0.18, 0.61], [0.38, -0.43, 0.88], [-1.07, -0.50, -0.73], [0.72, 0.53, 0.23], [-0.56, -0.65, -0.42], [-0.49, 1.23, 0.17], [-0.36, 0.05, -0.83], [-1.90, 0.22, -0.39], [0.36, 0.22, 0.55], [0.02, 0.08, 0.39], [0.23, -0.73, -0.20], [0.74, -0.16, 1.40], [-0.01, 0.17, -0.01], [0.08, -0.23, -0.09], [0.22, 0.14, -0.45], [-0.08, 0.32, -0.45], [0.22, -0.18, 0.17], [0.14, -0.07, 0.07], [-0.06, -0.09, 0.13], [0.38, -0.03, -0.19], [0.30, -0.60, 0.20], [0.03, -0.08, -0.17], [0.08, 0.16, 0.10], [0.08, 0.00, -0.11], [0.13, 0.07, 0.03], [0.17, 0.02, 0.08], [0.02, 0.21, 0.23], [-0.07, 0.22, 0.01], [0.03, -0.14, -0.22], [0.12, 0.36, -0.33], [0.09, -0.06, 0.06], [-1.61, -0.67, 0.28], [0.18, 0.54, -0.14], [0.77, 0.57, 0.55], [0.36, -0.11, 0.30], [0.10, -0.09, -0.13], [0.11, 0.11, -0.24], [0.31, -0.05, -0.29], [-0.07, -0.41, -0.57], [0.49, -1.89, 0.76], [0.08, 0.70, 0.09], [-0.36, 0.52, -0.15], [-0.42, 0.60, -0.43], [0.53, 0.40, -0.08], [0.08, -0.06, -0.42], [0.22, -0.18, 0.07], [-0.36, -0.05, 0.23], [-0.85, 0.75, 0.41], [0.12, -0.18, -0.37], [0.76, -0.01, 0.16], [0.55, -0.79, -0.15], [-0.03, -0.46, 0.01], [-0.06, -0.01, 0.02], [-0.11, 0.29, 0.38], [-0.28, -0.08, -0.27], [-1.53, -0.18, 1.27], [0.10, 0.12, -0.88], [0.83, 0.49, 0.48], [0.85, -0.33, -1.16], [0.03, -0.02, -0.20], [-0.03, -0.65, 0.49], [-0.16, 0.03, -0.06], [-0.01, -0.03, 0.06], [-0.49, -0.02, -1.16], [0.35, 0.28, 0.42], [-0.30, 0.04, 0.40], [0.41, -0.93, 0.19], [0.29, -0.04, -0.07], [0.23, 0.25, 0.00], [-0.10, 0.42, -0.09], [0.22, 0.10, -0.10], [-0.25, -1.54, -0.59], [-0.15, 0.53, 0.24], [0.45, -0.61, 0.42], [0.33, 0.82, 0.39], [-0.53, 0.57, -0.44], [0.02, 0.56, 0.07], [0.45, 0.23, -0.01], [-0.28, -0.31, -0.38], [2.73, 0.62, 2.78], [-0.94, -0.34, -1.32], [-0.73, -0.22, -0.17], [-0.81, 0.26, -0.85], [-0.48, -0.05, -0.62], [0.02, 0.00, 0.32], [0.35, 0.15, -0.14], [-0.05, -0.15, -0.06]]
}